[1]
{
  "formula": "C4H2N2O3",
  "method": "wB97M-V/def2-TZVPD",
  "e_tot_ev": -13301.361,
  "gap_ev": 8.01,
  "e_homo_ev": -10.1,
  "species": ["O", "C", "C", "C", "N", "N", "H", "H", "O", "C", "O"],
  "xyz": [[2.768, -0.171, 0.670], [1.680, -0.488, 0.294], [0.393, 0.273, 0.286], [-0.503, -0.566, -0.241], [0.131, -1.807, -0.551], [1.324, -1.793, -0.274], [0.289, 1.275, 0.648], [-1.550, -0.460, -0.453], [4.148, -3.002, -0.098], [4.041, -2.281, -0.978], [3.956, -1.569, -1.871]]
}


[2]
{
  "formula": "C4H2N2OS",
  "method": "wB97M-V/def2-TZVPD",
  "e_tot_ev": -20040.486,
  "gap_ev": 8.76,
  "e_homo_ev": -9.5,
  "species": ["C", "C", "C", "C", "N", "N", "O", "S", "H", "H"],
  "xyz": [[-1.128, -0.996, -2.251], [1.002, -0.161, 0.052], [0.336, 1.084, 1.545], [-0.339, -0.434, 0.358], [-0.916, -0.558, -3.262], [1.403, 0.854, 0.831], [-0.738, 0.432, 1.335], [-1.572, -1.472, -0.356], [1.795, -0.566, -0.575], [0.156, 1.817, 2.323]]
}


[3]
{
  "formula": "C4H2N4",
  "method": "wB97M-V/def2-TZVPD",
  "e_tot_ev": -10136.559,
  "gap_ev": 8.02,
  "e_homo_ev": -10.6,
  "species": ["C", "C", "C", "C", "H", "H", "N", "N", "N", "N"],
  "xyz": [[-0.902, -0.242, -0.720], [-0.093, 1.713, -0.584], [0.312, 0.010, 0.371], [0.911, -0.919, 1.149], [-1.054, -2.342, -0.708], [0.074, 2.720, -0.927], [-1.200, -1.384, -1.313], [-1.108, 1.105, -1.082], [0.835, 1.243, 0.320], [1.418, -1.501, 2.123]]
}


[4]
{
  "formula": "C4H2N4S3",
  "method": "wB97M-V/def2-TZVPD",
  "e_tot_ev": -42643.783,
  "gap_ev": 8.95,
  "e_homo_ev": -9.5,
  "species": ["C", "C", "C", "C", "N", "N", "N", "N", "S", "S", "S", "H", "H"],
  "xyz": [[2.563, 0.855, -0.332], [-1.988, 0.940, -0.522], [0.404, -1.063, 1.464], [0.406, -0.040, 0.398], [3.490, 0.318, -0.765], [-2.317, 0.516, -1.621], [0.079, -2.209, 1.006], [0.181, -0.560, -0.784], [-0.169, -2.112, -0.595], [1.167, 1.569, 0.343], [-1.648, 1.385, 0.926], [0.696, -0.852, 2.535], [-2.864, 1.254, -2.051]]
}


[5]
{
  "formula": "C4H2NO3",
  "method": "wB97M-V/def2-TZVPD",
  "charge": -1,
  "e_tot_ev": -11812.087,
  "gap_ev": 8.74,
  "e_homo_ev": -4.7,
  "species": ["C", "C", "O", "C", "O", "N", "C", "O", "H", "H"],
  "xyz": [[-1.995, -1.500, 0.494], [-0.897, -1.447, 0.095], [0.408, -1.622, -0.136], [1.099, -0.414, -0.156], [2.181, -0.372, -0.705], [0.415, 0.545, 0.428], [0.529, 1.744, -0.084], [-0.011, 2.766, 0.318], [-2.969, -1.445, 0.741], [1.239, 1.746, -0.994]]
}


[6]
{
  "formula": "C4H2O2Pd",
  "method": "wB97M-V/def2-TZVPD",
  "e_tot_ev": -11745.108,
  "gap_ev": [8.19, 7.25],
  "e_homo_ev": [-8.2, -8.9],
  "spin_multiplicity": 3,
  "species": ["H", "C", "C", "O", "O", "Pd", "C", "C", "H"],
  "xyz": [[-0.900, 1.733, -1.584], [-0.601, 1.170, -0.696], [0.566, 0.559, -0.520], [-1.621, 1.220, 0.197], [-1.453, 0.492, 1.389], [-0.194, -0.818, 1.390], [1.219, -1.630, 0.221], [1.354, -0.322, 0.035], [1.629, -2.403, -0.431]]
}


[7]
{
  "formula": "C4H2O2S2",
  "method": "wB97M-V/def2-TZVPD",
  "e_tot_ev": -29941.882,
  "gap_ev": [6.37, 5.89],
  "e_homo_ev": [-8.7, -8.4],
  "species": ["C", "C", "C", "C", "O", "O", "S", "S", "H", "H"],
  "xyz": [[0.649, 0.092, -0.008], [-0.507, 0.728, -0.066], [1.844, 0.929, -0.036], [1.432, 2.488, -0.032], [3.019, 0.370, 0.051], [2.115, 3.450, -0.021], [-0.322, 2.483, 0.037], [3.777, -1.261, -0.005], [0.645, -1.050, -0.005], [-1.465, 0.380, -0.126]]
}


[8]
{
  "formula": "C4H2O2Zn",
  "method": "wB97M-V/def2-TZVPD",
  "charge": 1,
  "e_tot_ev": -56676.407,
  "gap_ev": [6.80, 6.27],
  "e_homo_ev": [-13.0, -12.6],
  "spin_multiplicity": 2,
  "species": ["O", "C", "C", "C", "H", "H", "O", "C", "Zn"],
  "xyz": [[-1.332, -1.731, -0.918], [-1.032, -0.663, -0.534], [-0.231, 0.738, -0.395], [-1.512, 1.001, 0.161], [-1.711, 1.121, 1.229], [-1.128, 1.987, -0.630], [2.497, -1.066, 0.378], [3.034, -2.021, 0.082], [1.414, 0.634, 0.627]]
}


[9]
{
  "formula": "C4H2O2Zn",
  "method": "wB97M-V/def2-TZVPD",
  "charge": 1,
  "e_tot_ev": -56675.236,
  "gap_ev": [6.62, 6.62],
  "e_homo_ev": [-14.4, -14.4],
  "spin_multiplicity": 2,
  "species": ["H", "C", "C", "C", "C", "H", "O", "O", "Zn"],
  "xyz": [[0.256, 2.399, -1.161], [0.451, 1.531, -0.542], [0.081, 0.595, 0.216], [0.912, -1.032, 2.077], [0.594, -0.238, 1.220], [1.059, -1.706, 2.903], [-1.916, -0.309, -1.875], [-1.352, -0.724, -0.695], [-0.085, -0.517, -2.144]]
}


[10]
{
  "formula": "C4H2O3",
  "method": "wB97M-V/def2-TZVPD",
  "e_tot_ev": -10316.827,
  "gap_ev": [7.53, 7.68],
  "e_homo_ev": [-9.4, -9.3],
  "species": ["C", "C", "C", "C", "O", "O", "O", "H", "H"],
  "xyz": [[0.633, 0.225, 1.243], [0.625, -0.415, -0.109], [2.880, -1.537, 1.258], [2.262, -1.931, 0.190], [1.315, -1.461, -0.515], [3.590, -1.552, 2.153], [1.479, 0.247, 2.158], [-0.247, 0.923, 1.188], [-0.355, -0.202, -0.756]]
}


[11]
{
  "formula": "C4H2OS",
  "method": "wB97M-V/def2-TZVPD",
  "e_tot_ev": -17059.326,
  "gap_ev": 7.52,
  "e_homo_ev": -9.3,
  "species": ["C", "C", "C", "O", "C", "S", "H", "H"],
  "xyz": [[-0.866, -1.505, -1.357], [-0.380, -0.633, -0.688], [0.354, 0.465, -0.240], [1.014, 1.084, -1.048], [0.321, 0.747, 1.264], [1.152, 1.898, 2.016], [-1.397, -2.162, -1.982], [-0.197, 0.106, 2.035]]
}


[12]
{
  "formula": "C4H2OS",
  "method": "wB97M-V/def2-TZVPD",
  "e_tot_ev": -17053.625,
  "gap_ev": [9.34, 6.25],
  "e_homo_ev": [-11.1, -9.2],
  "species": ["C", "C", "C", "C", "O", "S", "H", "H"],
  "xyz": [[-0.570, -0.109, 2.128], [-1.088, -0.267, -2.384], [0.423, -0.194, 1.451], [0.058, -0.423, -2.060], [2.687, 0.919, 0.706], [1.993, -0.326, 0.626], [-1.672, 0.061, 2.325], [-1.831, 0.339, -2.792]]
}


[13]
{
  "formula": "C4H2OS",
  "method": "wB97M-V/def2-TZVPD",
  "e_tot_ev": -17053.159,
  "gap_ev": [7.63, 8.28],
  "e_homo_ev": [-7.1, -10.3],
  "spin_multiplicity": 3,
  "species": ["C", "C", "C", "C", "O", "S", "H", "H"],
  "xyz": [[0.225, -1.792, -0.211], [0.005, 1.813, -0.278], [1.181, -1.081, -0.329], [1.045, 1.214, -0.159], [3.447, -0.187, 0.872], [2.338, 0.112, -0.511], [-0.536, -2.358, 0.219], [-0.790, 2.496, -0.070]]
}


[14]
{
  "formula": "C4H2S",
  "method": "wB97M-V/def2-TZVPD",
  "e_tot_ev": -15009.690,
  "gap_ev": [8.09, 8.09],
  "e_homo_ev": [-8.3, -8.3],
  "species": ["C", "C", "C", "C", "S", "H", "H"],
  "xyz": [[-2.532, -0.441, -0.101], [-1.321, -0.352, -0.084], [-0.013, -0.221, 0.116], [1.395, -0.040, -0.196], [3.011, 0.108, 0.166], [-3.578, -0.512, -0.131], [3.038, 1.459, 0.229]]
}


[15]
{
  "formula": "C4H2S4",
  "method": "wB97M-V/def2-TZVPD",
  "e_tot_ev": -47519.217,
  "gap_ev": [6.31, 5.92],
  "e_homo_ev": [-8.3, -7.8],
  "species": ["C", "C", "C", "C", "S", "S", "S", "S", "H", "H"],
  "xyz": [[-0.667, -0.461, 0.103], [-0.136, 0.782, 0.057], [-2.038, -0.457, -0.080], [-2.633, 0.780, -0.130], [-1.401, 2.030, 0.039], [-2.844, -1.965, -0.146], [-4.324, 1.143, -0.203], [-5.243, -0.474, 0.265], [0.041, -1.243, 0.179], [0.795, 1.227, 0.075]]
}


[16]
{
  "formula": "C4H30N2O11",
  "method": "wB97M-V/def2-TZVPD",
  "e_tot_ev": -30135.758,
  "gap_ev": 8.92,
  "e_homo_ev": -8.9,
  "species": ["N", "C", "C", "N", "C", "C", "O", "O", "H", "H", "H", "H", "H", "H", "H", "H", "H", "H", "H", "H", "O", "H", "H", "O", "H", "H", "O", "H", "H", "O", "H", "H", "O", "H", "H", "O", "H", "H", "O", "H", "H", "O", "H", "H", "O", "H", "H"],
  "xyz": [[-2.824, 1.602, 0.798], [-1.944, 1.490, -0.347], [-0.432, 1.720, -0.023], [0.528, 0.617, -0.252], [0.486, 0.027, -1.572], [1.629, -1.061, -1.419], [2.761, -0.289, -0.945], [2.001, -1.560, -2.659], [-2.441, 1.013, 1.526], [-2.951, 2.505, 1.237], [-2.253, 2.126, -1.175], [-2.029, 0.454, -0.694], [-0.438, 1.925, 1.047], [-0.027, 2.600, -0.539], [1.445, 0.962, -0.044], [-0.391, -0.572, -1.756], [0.997, 0.614, -2.334], [1.339, -1.769, -0.635], [3.586, -0.558, -1.349], [2.749, -2.155, -2.748], [0.350, -4.106, -2.551], [-0.321, -3.550, -2.151], [1.079, -3.514, -2.766], [0.075, 1.551, 3.429], [0.886, 1.996, 3.676], [0.279, 0.627, 3.348], [-0.979, -1.803, 1.829], [-1.771, -1.254, 1.935], [-0.383, -1.166, 1.396], [1.029, 2.059, -4.122], [0.591, 1.276, -3.767], [0.662, 2.725, -3.528], [1.480, 3.439, -1.262], [1.523, 4.357, -1.531], [2.323, 2.992, -1.335], [2.403, 0.264, 2.636], [2.439, -0.660, 2.917], [2.456, 0.236, 1.675], [0.828, -1.865, 3.571], [0.209, -2.380, 3.064], [0.489, -1.573, 4.417], [-2.338, -2.354, -0.752], [-1.425, -2.143, -0.575], [-2.266, -3.096, -1.364], [-3.769, -0.832, 2.083], [-3.704, -0.931, 1.134], [-3.933, 0.014, 2.481]]
}


[17]
{
  "formula": "C4H30N2O11S",
  "method": "wB97M-V/def2-TZVPD",
  "e_tot_ev": -40970.994,
  "gap_ev": 9.35,
  "e_homo_ev": -9.4,
  "species": ["N", "C", "O", "N", "C", "C", "C", "S", "H", "H", "H", "H", "H", "H", "H", "H", "H", "H", "O", "H", "H", "O", "H", "H", "O", "H", "H", "O", "H", "H", "O", "H", "H", "O", "H", "H", "O", "H", "H", "O", "H", "H", "O", "H", "H", "O", "H", "H"],
  "xyz": [[-0.095, 0.841, 1.232], [1.003, 0.186, 1.608], [1.200, -0.299, 2.732], [2.027, 0.272, 0.650], [1.538, -0.018, -0.728], [2.698, -0.752, -1.631], [2.701, -0.112, -3.057], [1.780, -1.038, -4.216], [-1.130, 0.663, 1.416], [-0.001, 1.380, 0.389], [2.844, -0.367, 0.922], [0.702, -0.730, -0.719], [1.287, 0.893, -1.194], [3.707, -0.552, -1.108], [2.478, -1.801, -1.518], [2.158, 0.821, -2.737], [3.615, 0.279, -3.383], [0.795, -0.218, -4.416], [0.405, 2.800, -1.408], [0.091, 3.665, -1.318], [-0.281, 2.253, -1.713], [-2.439, -0.963, -1.526], [-1.708, -1.708, -1.629], [-3.404, -1.289, -1.415], [-2.972, -1.257, 3.384], [-2.804, -0.480, 2.915], [-3.895, -1.381, 3.136], [0.964, -3.899, 1.108], [0.130, -3.470, 1.306], [1.565, -3.526, 1.689], [-4.075, 1.107, 1.736], [-3.159, 1.175, 1.466], [-4.394, 1.996, 1.360], [1.173, 3.493, 2.106], [2.127, 3.530, 2.287], [1.076, 2.537, 1.837], [-2.342, 1.456, -0.572], [-1.777, 0.831, -0.863], [-3.118, 1.455, -0.880], [-1.534, 3.949, 1.294], [-1.553, 3.093, 0.959], [-0.728, 4.383, 1.169], [0.022, -2.624, -1.823], [0.454, -2.864, -1.102], [0.381, -3.153, -2.502], [-0.822, -2.543, 2.604], [-1.641, -2.153, 2.747], [-0.103, -2.021, 2.972]]
}


[18]
{
  "formula": "C4H30NO10",
  "method": "wB97M-V/def2-TZVPD",
  "charge": 1,
  "e_tot_ev": -26589.685,
  "gap_ev": 9.56,
  "e_homo_ev": -12.2,
  "species": ["C", "C", "C", "C", "O", "N", "H", "H", "H", "H", "H", "H", "H", "H", "H", "H", "H", "H", "H", "H", "O", "H", "H", "O", "H", "H", "O", "H", "H", "O", "H", "H", "O", "H", "H", "O", "H", "H", "O", "H", "H", "O", "H", "H", "O"],
  "xyz": [[-0.886, 0.032, 3.102], [-0.717, -0.963, 2.069], [0.651, -1.703, 1.991], [0.569, -2.872, 1.036], [1.019, -2.405, -0.228], [-0.887, -0.316, 0.655], [-1.989, 0.352, 3.211], [-0.525, 1.029, 3.036], [-0.824, -0.249, 4.149], [-1.507, -1.775, 2.278], [1.372, -0.885, 1.855], [0.960, -2.055, 3.078], [1.399, -3.485, 1.282], [-0.347, -3.359, 0.782], [1.846, -1.625, -0.419], [-1.685, 0.408, 0.567], [-0.072, 0.152, 0.531], [-0.907, -1.065, 0.022], [3.547, -1.680, -0.969], [2.275, -1.098, -1.622], [2.883, -0.897, -0.876], [3.811, 2.125, 0.557], [3.709, 1.399, -0.990], [3.278, 1.768, -0.178], [-1.276, 1.872, -2.717], [-2.105, 0.601, -3.387], [-2.156, 1.541, -2.990], [-2.610, 0.823, -1.600], [-3.761, 0.573, -0.777], [-2.842, 0.388, -0.782], [-2.549, -2.037, -1.478], [-1.311, -2.653, -1.727], [-1.671, -1.730, -1.596], [-0.058, 1.950, -0.811], [0.124, 3.281, -1.925], [-0.026, 2.227, -1.799], [1.798, 2.783, 0.722], [1.333, 1.618, -0.211], [1.087, 2.186, 0.644], [-0.472, 2.949, 1.096], [-1.955, 3.310, 2.016], [-1.365, 2.673, 1.347], [0.412, -1.435, -2.807], [1.397, -0.819, -3.538], [1.035, -0.937, -2.599]]
}


Values for relative energy (zero: lowest compared OMol25 entry of this formula, charge and spin), eV, ordered as above
0.000, 0.953, 3.270, 1.129, 2.135, 0.221, 2.184, 4.454, 5.625, 5.556, 0.449, 6.151, 5.520, 2.452, 1.335, 3.681, 3.436, 6.577